Record 1
ORCA calculation (ωB97M-V/def2-TZVPD) on a cluster of 4 separate species, C28H32N5O6 in total at a distorted geometry.

## Properties
LUMO energy   -4.8610 eV
Highest occupied orbital energy   -11.19 eV

Geometry as ORCA input:
```
! wB97M-V def2-TZVPD RIJCOSX def2/J DEFGRID3
* xyz 1 1
N -1.53 0.57 -3.25
C -0.49 -0.53 -3.18
C 0.05 -0.80 -1.70
C -0.61 -2.07 -0.96
C 0.53 -2.87 -0.09
C 0.88 -1.92 1.14
N 2.26 -2.07 1.71
C 3.37 -2.76 1.11
C 4.81 -2.84 1.73
C 5.06 -2.10 3.12
C 3.84 -1.37 3.73
C 2.50 -1.40 2.98
H -1.06 1.41 -2.88
H -1.64 0.78 -4.27
H 0.41 -0.14 -3.80
H -0.83 -1.49 -3.71
H -0.25 0.13 -1.07
H 1.20 -0.82 -1.69
H -1.08 -2.75 -1.75
H -1.40 -1.72 -0.20
H 1.38 -3.06 -0.83
H 0.06 -3.87 0.18
H 0.16 -2.18 2.01
H 0.73 -0.80 0.95
H 3.24 -3.28 0.11
H 5.63 -3.39 1.17
H 6.08 -2.09 3.64
H 3.89 -0.77 4.71
H 1.62 -0.83 3.47
C -5.92 4.31 -1.75
C -5.05 3.23 -1.74
C -3.91 3.24 -2.54
C -3.66 4.35 -3.35
C -4.54 5.43 -3.37
C -5.67 5.41 -2.57
N -2.45 4.39 -4.17
O -1.71 3.41 -4.14
O -2.24 5.39 -4.84
H -6.81 4.29 -1.12
H -5.25 2.37 -1.10
H -3.23 2.39 -2.52
H -4.35 6.30 -4.00
H -6.36 6.24 -2.58
C -9.85 -0.07 2.32
C -8.88 -1.05 2.53
C -7.74 -1.08 1.74
C -7.57 -0.11 0.75
C -8.54 0.87 0.54
C -9.68 0.88 1.33
N -6.35 -0.11 -0.06
O -5.53 -1.00 0.14
O -6.22 0.77 -0.90
H -10.74 -0.05 2.94
H -9.02 -1.80 3.31
H -6.99 -1.85 1.91
H -8.41 1.62 -0.24
H -10.44 1.64 1.17
C 8.47 0.16 0.97
C 8.19 -1.18 1.21
C 9.22 -2.06 1.53
C 10.53 -1.58 1.62
C 10.81 -0.23 1.38
C 9.78 0.64 1.06
N 11.61 -2.49 1.99
O 11.33 -3.67 2.18
O 12.74 -2.03 2.09
H 7.66 0.85 0.73
H 7.17 -1.54 1.15
H 9.00 -3.10 1.72
H 11.83 0.15 1.45
H 9.99 1.68 0.87
*
```

Record 2
ORCA calculation (ωB97M-V/def2-TZVPD) on a cluster of 2 separate species, C28H33Br2Si2 in total at a distorted geometry.

## Properties
LUMO energy   -5.8086 eV
Highest occupied orbital energy   -10.38 eV
ΔE to the lowest compared entry with this formula, charge and spin   0.0 kJ/mol

Geometry as ORCA input:
```
! wB97M-V def2-TZVPD RIJCOSX def2/J DEFGRID3
* xyz 1 1
C 0.87 -0.22 4.67
Si 0.95 -0.33 2.80
C 2.22 -1.66 2.38
C -0.76 -0.82 2.08
C -1.91 0.08 2.27
C -3.16 -0.21 1.67
C -4.25 0.65 1.80
C -4.15 1.83 2.55
C -2.93 2.14 3.16
C -1.83 1.29 3.02
C -0.79 -2.00 1.40
Si 1.74 1.66 1.88
C 1.92 2.93 3.27
C 3.42 1.38 1.08
C 0.54 2.31 0.59
H 0.52 -1.19 5.06
H 1.87 -0.02 5.08
H 0.18 0.55 5.04
H 1.89 -2.62 2.80
H 2.36 -1.77 1.30
H 3.19 -1.39 2.83
H -3.25 -1.12 1.08
H -5.19 0.39 1.32
H -5.00 2.49 2.66
H -2.82 3.05 3.75
H -0.90 1.57 3.52
H -1.70 -2.34 0.91
H 0.10 -2.61 1.26
H 2.28 3.87 2.83
H 0.97 3.13 3.78
H 2.65 2.60 4.02
H 3.77 2.33 0.66
H 4.17 1.03 1.80
H 3.36 0.65 0.26
H 0.98 3.20 0.12
H 0.36 1.55 -0.19
H -0.43 2.58 1.02
Br -5.65 -5.19 4.83
C -4.06 -5.37 3.83
C -2.85 -4.85 4.33
C -1.69 -4.98 3.58
C -1.69 -5.61 2.31
C -0.49 -5.70 1.54
C -0.39 -6.44 0.36
C 0.77 -6.54 -0.39
C 0.85 -7.22 -1.64
C 2.10 -7.35 -2.31
C 2.21 -7.99 -3.54
C 1.06 -8.54 -4.15
Br 1.19 -9.40 -5.81
C -0.19 -8.43 -3.51
C -0.29 -7.78 -2.28
C -2.93 -6.14 1.84
C -4.10 -6.01 2.58
H -2.83 -4.35 5.29
H -0.74 -4.58 3.96
H 0.43 -5.28 1.96
H -1.26 -6.99 0.02
H 1.68 -6.08 0.00
H 2.99 -6.93 -1.83
H 3.17 -8.08 -4.04
H -1.08 -8.84 -3.98
H -1.27 -7.70 -1.80
H -2.97 -6.64 0.87
H -5.03 -6.41 2.20
*
```

Record 3
ORCA calculation (ωB97M-V/def2-TZVPD) on a structure of composition C28H33FN8O4SSr at a distorted geometry.

## Properties
LUMO energy   0.0414 eV
Highest occupied orbital energy   -8.71 eV
ΔE to the lowest compared entry with this formula, charge and spin   143.2 kJ/mol

Geometry as ORCA input:
```
! wB97M-V def2-TZVPD RIJCOSX def2/J DEFGRID3
* xyz 0 1
Sr -0.26 -0.65 -1.48
C -2.11 -1.63 -3.51
C -1.98 -2.72 -2.38
C -2.88 -2.44 -1.19
C -4.14 -3.01 -1.11
C -4.96 -2.68 -0.05
C -4.50 -1.79 0.91
C -3.22 -1.27 0.76
N -2.43 -1.59 -0.26
N -0.93 -0.82 -3.82
C -1.17 0.60 -4.15
C -2.16 1.31 -3.25
C -3.35 1.78 -3.79
C -4.23 2.47 -2.97
C -3.89 2.66 -1.65
C -2.69 2.14 -1.18
N -1.84 1.48 -1.96
C 0.07 -1.42 -4.69
C 0.77 -2.63 -4.10
C 1.06 -3.74 -4.88
C 1.79 -4.77 -4.32
C 2.22 -4.67 -3.01
C 1.87 -3.53 -2.29
N 1.17 -2.53 -2.83
H -2.89 -0.95 -3.18
H -2.50 -2.10 -4.42
H -0.96 -2.90 -2.04
H -2.28 -3.68 -2.82
H -4.47 -3.71 -1.87
H -5.95 -3.12 0.04
H -5.10 -1.51 1.76
H -2.80 -0.60 1.49
H -1.55 0.70 -5.18
H -0.20 1.10 -4.07
H -3.57 1.61 -4.84
H -5.16 2.85 -3.37
H -4.54 3.20 -0.97
H -2.37 2.26 -0.15
H 0.84 -0.66 -4.85
H -0.35 -1.68 -5.67
H 0.71 -3.79 -5.90
H 2.03 -5.65 -4.90
H 2.79 -5.45 -2.53
H 2.16 -3.40 -1.26
F 1.31 0.76 -2.19
N 1.43 -1.49 1.89
C 0.94 -1.17 0.89
C 6.19 3.47 6.09
C 4.76 3.50 5.58
S 4.39 1.97 4.75
O 4.62 0.89 5.67
O 5.06 1.97 3.47
C 2.64 2.10 4.44
C 2.17 1.00 3.49
N 0.87 1.35 2.92
C 0.68 1.80 1.66
N -0.61 1.96 1.38
C -1.28 1.58 2.49
C -0.39 1.19 3.45
N -0.69 0.74 4.76
O 0.23 0.59 5.56
O -1.87 0.56 5.03
C 1.79 2.03 0.70
H 6.42 4.41 6.59
H 6.89 3.34 5.27
H 6.33 2.66 6.80
H 4.60 4.29 4.85
H 4.04 3.60 6.39
H 2.48 3.09 4.00
H 2.13 2.03 5.40
H 2.09 0.04 3.99
H 2.86 0.88 2.66
H -2.35 1.61 2.58
H 2.30 1.08 0.51
H 2.52 2.75 1.07
H 1.38 2.35 -0.25
*
```

What did the second record say?
ORCA calculation (ωB97M-V/def2-TZVPD) on a cluster of 2 separate species, C28H33Br2Si2 in total at a distorted geometry.

## Properties
LUMO energy   -5.8086 eV
Highest occupied orbital energy   -10.38 eV
ΔE to the lowest compared entry with this formula, charge and spin   0.0 kJ/mol

Geometry as ORCA input:
```
! wB97M-V def2-TZVPD RIJCOSX def2/J DEFGRID3
* xyz 1 1
C 0.87 -0.22 4.67
Si 0.95 -0.33 2.80
C 2.22 -1.66 2.38
C -0.76 -0.82 2.08
C -1.91 0.08 2.27
C -3.16 -0.21 1.67
C -4.25 0.65 1.80
C -4.15 1.83 2.55
C -2.93 2.14 3.16
C -1.83 1.29 3.02
C -0.79 -2.00 1.40
Si 1.74 1.66 1.88
C 1.92 2.93 3.27
C 3.42 1.38 1.08
C 0.54 2.31 0.59
H 0.52 -1.19 5.06
H 1.87 -0.02 5.08
H 0.18 0.55 5.04
H 1.89 -2.62 2.80
H 2.36 -1.77 1.30
H 3.19 -1.39 2.83
H -3.25 -1.12 1.08
H -5.19 0.39 1.32
H -5.00 2.49 2.66
H -2.82 3.05 3.75
H -0.90 1.57 3.52
H -1.70 -2.34 0.91
H 0.10 -2.61 1.26
H 2.28 3.87 2.83
H 0.97 3.13 3.78
H 2.65 2.60 4.02
H 3.77 2.33 0.66
H 4.17 1.03 1.80
H 3.36 0.65 0.26
H 0.98 3.20 0.12
H 0.36 1.55 -0.19
H -0.43 2.58 1.02
Br -5.65 -5.19 4.83
C -4.06 -5.37 3.83
C -2.85 -4.85 4.33
C -1.69 -4.98 3.58
C -1.69 -5.61 2.31
C -0.49 -5.70 1.54
C -0.39 -6.44 0.36
C 0.77 -6.54 -0.39
C 0.85 -7.22 -1.64
C 2.10 -7.35 -2.31
C 2.21 -7.99 -3.54
C 1.06 -8.54 -4.15
Br 1.19 -9.40 -5.81
C -0.19 -8.43 -3.51
C -0.29 -7.78 -2.28
C -2.93 -6.14 1.84
C -4.10 -6.01 2.58
H -2.83 -4.35 5.29
H -0.74 -4.58 3.96
H 0.43 -5.28 1.96
H -1.26 -6.99 0.02
H 1.68 -6.08 0.00
H 2.99 -6.93 -1.83
H 3.17 -8.08 -4.04
H -1.08 -8.84 -3.98
H -1.27 -7.70 -1.80
H -2.97 -6.64 0.87
H -5.03 -6.41 2.20
*
```